No. 1
{"formula": "ClH2N2P", "method": "ωB97M-V/def2-TZVPD", "orbital_gap_ha": [0.231, 0.297], "energy_ha": -912.106366, "multiplicity": 3, "homo_energy_ev": [-5.23, -11.21], "s_squared": 2.004, "symbols": ["N", "N", "P", "Cl", "H", "H"], "coordinates": [[-2.680, -1.075, -0.189], [-1.759, -0.489, 0.035], [1.026, 0.551, 0.548], [1.396, -1.353, 0.321], [1.914, 1.166, -0.359], [0.104, 1.200, -0.356]], "mulliken_spin": [-0.001, 0.019, 1.314, 0.412, 0.051, 0.205]}

No. 2
{"formula": "C4H9NO", "method": "ωB97M-V/def2-TZVPD", "orbital_gap_ha": 0.365, "energy_ha": -287.769070, "homo_energy_ev": -8.98, "smiles": "CN(C)CC=O", "symbols": ["C", "N", "C", "C", "C", "O", "H", "H", "H", "H", "H", "H", "H", "H", "H"], "coordinates": [[-1.409, -0.927, 0.136], [-0.314, 0.009, 0.302], [-0.712, 1.364, -0.031], [0.898, -0.385, -0.391], [2.138, -0.144, 0.452], [3.257, -0.121, 0.002], [-1.767, -1.005, -0.907], [-2.252, -0.613, 0.761], [-1.099, -1.923, 0.470], [-1.556, 1.667, 0.598], [0.114, 2.058, 0.155], [-1.016, 1.469, -1.090], [1.034, 0.112, -1.366], [0.877, -1.463, -0.597], [1.933, -0.025, 1.538]], "nbo_charge": [-0.408, -0.443, -0.413, -0.344, 0.439, -0.518, 0.165, 0.203, 0.201, 0.204, 0.202, 0.166, 0.204, 0.229, 0.113]}

No. 3
{"formula": "C8H29BHgO5", "method": "ωB97M-V/def2-TZVPD", "orbital_gap_ha": [0.224, 0.222], "energy_ha": -876.049866, "total_charge": 1, "multiplicity": 2, "homo_energy_ev": [-12.47, -12.47], "s_squared": 0.756, "symbols": ["Hg", "O", "H", "H", "H", "B", "H", "H", "H", "H", "C", "O", "H", "H", "H", "C", "O", "H", "H", "H", "C", "C", "C", "O", "H", "H", "H", "H", "H", "H", "H", "H", "C", "C", "C", "O", "H", "H", "H", "H", "H", "H", "H", "H"], "coordinates": [[-1.841, -2.157, -1.130], [-0.753, 0.656, 1.466], [0.000, 0.884, 2.017], [-0.468, -0.044, 0.875], [-1.457, 0.320, 2.027], [-3.120, -0.864, 0.553], [-4.066, -1.318, 0.302], [-3.273, -0.074, 1.272], [-2.425, -1.569, 0.983], [-2.746, -0.479, -0.383], [-1.432, -0.486, -3.856], [-2.497, -0.752, -2.990], [-1.377, -1.314, -4.564], [-1.509, 0.520, -4.269], [-0.540, -0.563, -3.236], [1.455, -1.042, -0.572], [0.118, -1.295, -0.207], [2.170, -1.702, -0.080], [1.632, -0.803, -1.620], [1.755, -0.072, -0.176], [2.703, -2.944, 2.885], [1.253, -3.257, 3.355], [0.741, -2.152, 4.335], [0.402, -3.327, 2.190], [2.962, -1.891, 3.001], [2.861, -3.179, 1.833], [3.450, -3.486, 3.464], [1.165, -4.170, 3.943], [-0.152, -2.457, 4.880], [0.571, -1.253, 3.742], [1.431, -1.920, 5.146], [0.566, -2.516, 1.702], [0.102, 2.403, -2.311], [0.389, 3.877, -2.649], [-0.453, 4.873, -1.858], [1.648, 3.999, -2.085], [0.304, 2.209, -1.257], [0.748, 1.710, -2.850], [-0.950, 2.140, -2.419], [0.426, 4.181, -3.695], [-0.256, 5.085, -0.807], [-1.489, 4.535, -1.834], [-0.411, 5.813, -2.410], [2.365, 3.882, -2.713]], "mulliken_spin": [0.006, 0.000, 0.000, 0.000, 0.000, 0.006, 0.000, -0.001, 0.000, -0.001, 0.020, 0.880, 0.060, 0.001, 0.037, 0.000, -0.012, 0.000, 0.001, -0.001, 0.000, 0.000, 0.000, 0.000, 0.000, 0.000, 0.000, 0.000, 0.000, 0.000, 0.000, 0.000, 0.002, 0.000, 0.000, 0.000, 0.000, 0.001, -0.001, 0.000, 0.000, 0.000, 0.000, 0.000]}

No. 4
{"formula": "C4H6ClN2P", "method": "ωB97M-V/def2-TZVPD", "orbital_gap_ha": [0.227, 0.226], "energy_ha": -1066.834560, "homo_energy_ev": [-7.64, -7.62], "symbols": ["C", "C", "C", "C", "N", "N", "P", "Cl", "H", "H", "H", "H", "H", "H"], "coordinates": [[0.180, 0.489, -0.961], [1.406, 0.485, -1.433], [-1.103, 1.014, -1.661], [-0.115, -1.073, 2.199], [-0.097, 0.001, 0.261], [0.685, -0.694, 1.052], [2.306, -1.130, 0.961], [2.031, 0.933, -2.879], [-2.061, 0.784, -1.083], [-1.239, 0.309, -2.487], [-0.858, 2.094, -1.866], [-0.035, -2.054, 2.712], [0.026, -0.286, 3.100], [-1.126, -0.870, 2.086]], "nbo_charge": [-0.041, -0.133, -0.636, -0.431, -0.247, -0.424, 0.447, 0.095, 0.242, 0.226, 0.232, 0.227, 0.206, 0.239]}

No. 5
{"formula": "C31H35CsF3O3S2Sb3", "method": "ωB97M-V/def2-TZVPD", "orbital_gap_ha": 0.301, "energy_ha": -3264.858516, "homo_energy_ev": -8.14, "symbols": ["Cs", "C", "Sb", "C", "C", "C", "C", "C", "C", "C", "C", "C", "Sb", "C", "C", "H", "H", "H", "H", "H", "H", "H", "H", "H", "H", "H", "H", "H", "H", "H", "H", "H", "H", "H", "H", "S", "Sb", "C", "C", "C", "C", "C", "C", "C", "C", "C", "C", "C", "C", "C", "C", "C", "C", "C", "C", "H", "H", "H", "H", "H", "H", "H", "H", "H", "H", "H", "H", "H", "H", "H", "F", "C", "F", "F", "S", "O", "O", "O"], "coordinates": [[-0.794, 0.355, -0.853], [3.808, -3.387, 0.336], [1.914, -2.386, 0.160], [1.154, -3.959, -1.095], [1.150, -3.048, 2.098], [0.721, -4.477, 2.157], [1.699, -5.463, 2.318], [1.389, -6.811, 2.342], [0.065, -7.206, 2.214], [-0.917, -6.242, 2.076], [-0.621, -4.876, 2.044], [-1.759, -3.913, 1.921], [-2.397, -3.446, -0.119], [-4.470, -3.838, 0.266], [-2.040, -5.352, -1.048], [4.315, -3.081, 1.248], [4.434, -3.130, -0.518], [3.646, -4.464, 0.346], [0.959, -4.859, -0.512], [1.933, -4.177, -1.827], [0.254, -3.661, -1.630], [0.372, -2.341, 2.379], [2.001, -2.876, 2.762], [2.730, -5.152, 2.438], [2.173, -7.546, 2.470], [-0.203, -8.255, 2.238], [-1.956, -6.546, 2.001], [-1.544, -2.949, 2.379], [-2.651, -4.324, 2.392], [-5.023, -3.837, -0.673], [-4.893, -3.077, 0.920], [-4.563, -4.815, 0.738], [-2.967, -5.923, -1.060], [-1.284, -5.905, -0.494], [-1.690, -5.211, -2.068], [-1.095, 0.217, 2.633], [0.745, 1.405, 3.199], [1.177, 1.068, 5.235], [0.454, 0.109, 5.932], [0.735, -0.127, 7.271], [1.732, 0.597, 7.909], [2.453, 1.558, 7.212], [2.177, 1.795, 5.874], [2.540, 0.845, 2.250], [3.366, -0.103, 2.847], [4.548, -0.477, 2.222], [4.897, 0.088, 1.003], [4.073, 1.034, 0.409], [2.893, 1.418, 1.032], [0.651, 3.471, 2.880], [1.831, 4.191, 2.733], [1.776, 5.535, 2.397], [0.547, 6.149, 2.204], [-0.628, 5.429, 2.361], [-0.580, 4.085, 2.696], [-0.330, -0.444, 5.426], [0.172, -0.872, 7.817], [1.947, 0.415, 8.954], [3.228, 2.125, 7.713], [2.740, 2.551, 5.337], [3.101, -0.539, 3.804], [5.200, -1.204, 2.691], [5.820, -0.205, 0.518], [4.346, 1.482, -0.538], [2.256, 2.169, 0.576], [2.795, 3.705, 2.842], [2.693, 6.095, 2.262], [0.507, 7.189, 1.911], [-1.583, 5.908, 2.190], [-1.494, 3.508, 2.774], [2.721, 3.534, -1.670], [1.611, 3.132, -2.302], [1.676, 3.539, -3.566], [1.633, 1.772, -2.307], [0.089, 3.697, -1.440], [-0.957, 3.072, -2.232], [0.166, 5.126, -1.458], [0.267, 3.054, -0.138]], "mulliken_charge": [1.228, -1.427, 0.266, -1.179, -0.749, 0.517, -0.400, -0.902, -0.604, -0.386, 1.140, -1.878, 0.561, -1.415, -1.371, 0.332, 0.389, 0.517, 0.270, 0.520, 0.188, -0.198, 0.602, 0.460, 0.426, 0.404, 0.384, 0.359, 0.670, 0.368, 0.381, 0.415, 0.486, 0.326, 0.409, -0.560, 1.402, 0.187, -0.648, -0.566, -0.452, -0.658, -0.247, 0.196, -0.685, -0.683, -0.521, -0.612, -0.244, 0.611, -0.034, -0.915, -0.407, -0.620, -0.602, 0.379, 0.393, 0.378, 0.403, 0.335, 0.396, 0.476, 0.407, 0.491, 0.426, 0.357, 0.392, 0.393, 0.386, 0.313, -0.223, 0.733, -0.249, -0.275, 0.954, -0.669, -0.692, -0.558]}